A gas-phase ion, CH5INO (charge +1) at a distorted geometry. Source: OMol25; level of theory: the ωB97M-V functional and the def2-TZVPD basis.

Its relative energy (zero: lowest compared OMol25 entry of this formula, charge and spin) is 0.763 eV. Its HOMO-LUMO gap is 9.776 eV. Its HOMO energy is -14.2 eV. The energy is -468.48266 a.u.

Geometry as ORCA input:
```
! wB97M-V def2-TZVPD RIJCOSX def2/J DEFGRID3
* xyz 1 1
N 0.21 0.69 -0.40
C -0.63 -0.31 0.46
O -0.20 -1.48 -0.07
I -2.80 0.07 -0.01
H 0.03 0.39 -1.46
H 1.22 0.52 -0.12
H 0.04 1.75 -0.30
H -0.60 -0.19 1.70
H -0.54 -2.18 0.36
*
```